# 1
9 unconnected molecules or ions with the total composition C49H118N8O10 at a distorted geometry. Source: the OMol25 dataset; level of theory: wB97M-V/def2-TZVPD.

Computed properties:
- SMILES: CC1(C)CCCC(C)(C)N1O.CC1(C)CCCC(C)(C)N1O.CC1(C)CCCC(C)(C)N1O.COC[C@H](C)N.COC[C@H](C)N.COC[C@H](C)N.COC[C@H](C)N.COC[C@H](C)N.OCCO
- Orbital gap: 9.2 eV
- Energy above the lowest of the compared OMol25 structures with the same formula, charge and spin: 38.89 kcal/mol
- F_max: 3.242 eV/A
- M: 979.5 g mol⁻¹

Atoms and positions in Å:
1 O -2.42 3.90 -5.05
2 O -1.69 1.09 4.73
3 O -1.85 -7.28 -2.47
4 O 4.41 -0.93 -6.36
5 O 0.08 -1.90 -1.12
6 O 4.72 -4.01 3.25
7 O -3.16 -2.10 0.61
8 O -2.94 4.98 1.87
9 O -0.56 1.61 -4.97
10 O -4.24 1.09 -2.54
11 N -1.81 -7.34 0.61
12 N 4.56 -0.97 -4.94
13 N -0.97 0.83 8.39
14 N -3.79 3.79 -1.66
15 N 4.56 -2.68 2.87
16 N -0.92 1.61 -1.85
17 N -2.10 5.97 1.32
18 N -3.01 -5.05 2.71
19 C -0.75 5.44 0.99
20 C -1.70 1.33 7.17
21 C -0.53 -0.81 -1.83
22 C -4.40 0.06 -3.39
23 C -2.71 -3.67 2.31
24 C 4.18 0.35 -4.40
25 C 2.79 0.82 -4.74
26 C 2.63 -0.50 2.53
27 C 5.11 -2.01 5.09
28 C 3.89 -2.30 -3.06
29 C -5.05 3.08 -1.51
30 C -5.23 2.11 -2.61
31 C -1.97 -8.10 -3.65
32 C -3.90 -1.69 -0.53
33 C -0.91 4.35 -0.14
34 C 3.65 -0.63 3.72
35 C 0.03 -3.18 -1.61
36 C -1.14 -3.42 2.51
37 C -1.81 7.21 3.59
38 C -1.01 0.71 5.93
39 C 3.25 -1.26 1.36
40 C 3.67 -2.71 1.67
41 C 0.55 -6.83 0.34
42 C -3.12 -3.48 0.85
43 C 4.43 -3.24 0.43
44 C -1.00 3.92 -4.59
45 C -3.71 7.70 2.06
46 C 4.48 -3.35 -5.26
47 C -0.10 0.56 -1.27
48 C 4.00 -2.03 4.04
49 C 4.27 0.14 -2.91
50 C -1.88 2.81 6.93
51 C -0.24 2.90 -5.50
52 C 5.17 1.38 -4.87
53 C 2.77 -2.67 4.67
54 C 0.07 6.59 0.37
55 C 3.51 -1.02 -2.39
56 C -1.38 8.34 1.45
57 C -2.21 7.20 2.13
58 C 0.02 7.90 1.14
59 C 3.81 -2.13 -4.56
60 C -1.10 0.45 3.61
61 C -6.10 4.11 -1.44
62 C 2.26 -2.15 -5.03
63 C -0.69 -7.59 -1.76
64 C -0.01 4.86 2.14
65 C -0.12 0.55 0.26
66 C -0.79 -6.89 -0.32
67 C 2.43 -3.61 1.78
68 H -0.25 6.79 -0.67
69 H -0.56 -8.70 -1.64
70 H 1.67 -1.87 -4.13
71 H 4.60 -4.31 0.46
72 H 4.82 -1.43 6.00
73 H 4.91 2.41 -4.59
74 H 1.70 -1.07 2.84
75 H 1.00 -7.83 0.56
76 H -7.08 3.69 -1.27
77 H -0.88 -3.54 3.56
78 H 5.32 -0.74 -6.61
79 H -4.11 7.60 1.05
80 H -0.85 -2.37 2.34
81 H -0.68 4.35 2.84
82 H 5.39 -3.02 5.42
83 H 0.61 7.71 2.02
84 H -1.48 9.23 2.10
85 H 4.57 -3.36 -6.32
86 H -1.17 -5.89 -0.63
87 H 0.75 4.10 1.84
88 H 0.45 5.56 2.79
89 H -0.04 1.27 8.46
90 H -0.99 3.38 6.65
91 H -0.10 0.87 3.32
92 H 4.09 -0.71 0.90
93 H -2.24 3.27 7.86
94 H 4.50 -0.07 3.36
95 H -0.88 1.64 -2.85
96 H -2.72 -7.18 0.26
97 H 2.61 0.58 -5.79
98 H 0.59 8.62 0.58
99 H 1.47 -3.13 2.04
100 H -2.95 -7.95 -4.12
101 H 3.96 -2.93 -0.44
102 H -2.99 3.10 -1.52
103 H -1.94 8.62 0.55
104 H 6.22 1.16 -4.56
105 H 3.02 -3.61 5.14
106 H -0.77 7.00 3.80
107 H -0.92 3.81 -3.50
108 H 0.61 -6.25 1.27
109 H -1.49 1.59 -5.32
110 H -4.94 -2.05 -0.51
111 H 1.36 -6.42 -0.30
112 H 3.16 -3.04 -2.76
113 H 1.15 6.36 0.31
114 H -2.10 8.12 4.14
115 H -1.58 3.52 0.12
116 H -4.37 7.04 2.65
117 H 0.98 0.70 -1.56
118 H -3.86 8.72 2.42
119 H -4.97 2.52 -0.57
120 H -1.28 4.88 -0.99
121 H 0.13 1.57 0.55
122 H -5.21 -0.61 -3.08
123 H 5.96 -1.47 4.67
124 H 2.19 -4.07 0.84
125 H -6.13 4.68 -2.36
126 H -2.41 6.43 4.07
127 H 0.07 0.90 5.80
128 H 2.52 -1.33 0.54
129 H -0.12 -0.84 -2.86
130 H 3.70 -1.10 -1.30
131 H 2.03 -2.94 3.96
132 H 3.90 1.04 -2.38
133 H -4.07 -3.99 0.63
134 H -1.47 1.12 9.18
135 H 2.43 -0.86 -2.48
136 H -0.63 4.98 -4.76
137 H 2.06 0.28 -4.10
138 H 0.83 2.98 -5.50
139 H -2.69 0.93 7.34
140 H -1.01 -3.54 -1.65
141 H 5.45 -2.77 0.34
142 H -2.70 2.93 6.16
143 H -1.01 -0.59 3.92
144 H 2.05 -3.19 -5.22
145 H 2.37 -1.98 5.36
146 H 0.64 -0.16 0.53
147 H 5.59 -4.24 2.95
148 H 3.40 -0.18 4.66
149 H -3.96 -5.28 2.44
150 H -3.72 4.48 -0.93
151 H 2.74 1.90 -4.59
152 H -1.03 -0.37 6.09
153 H 5.54 -3.39 -4.89
154 H -2.35 -5.71 2.37
155 H -1.85 0.65 2.81
156 H -1.63 -0.86 -1.85
157 H 4.82 -2.68 -2.75
158 H -1.13 0.23 0.66
159 H -1.17 -7.90 -4.35
160 H 2.34 0.49 2.23
161 H -1.86 1.36 -1.60
162 H 0.16 -7.09 -2.31
163 H 5.36 0.08 -2.72
164 H -3.53 -0.61 -3.41
165 H 0.46 -3.26 -2.63
166 H -2.92 4.16 -4.29
167 H -0.52 2.96 -6.55
168 H 5.16 1.38 -5.97
169 H -4.62 0.33 -4.45
170 H -1.64 -8.34 0.84
171 H -3.44 -1.99 -1.45
172 H -2.38 -3.99 0.21
173 H 0.64 -3.84 -0.95
174 H 0.10 3.99 -0.34
175 H 2.50 -4.43 2.53
176 H -3.39 -3.06 2.89
177 H -1.94 -9.17 -3.32
178 H 4.09 -4.32 -4.95
179 H -0.67 -4.17 1.88
180 H -5.88 4.81 -0.60
181 H 2.11 -1.51 -5.92
182 H -6.20 1.67 -2.62
183 H -3.98 -0.60 -0.51
184 H -5.19 2.60 -3.55
185 H -2.51 4.60 2.66



# 2
2 unconnected molecules or ions with the total composition C17H32BNO4 at a distorted geometry. Source: the OMol25 dataset; level of theory: wB97M-V/def2-TZVPD.

Computed properties:
- SMILES: C#CCCCB(CCCCCN)C[C@@H](C)O.C[C@@H]1COC(=O)O1
- Orbital gap: 9.6 eV
- F_max: 6.794 eV/A
- M: 325.3 g mol⁻¹

Atoms and positions in Å:
1 O -1.69 -1.76 -2.99
2 O 6.98 -1.90 6.97
3 O 6.90 -2.17 4.72
4 O 5.10 -1.38 5.82
5 N -7.26 -0.36 -1.32
6 C -5.61 1.54 -0.62
7 C -0.30 -1.39 -2.66
8 C 2.09 -0.90 1.66
9 C -3.07 0.95 -1.40
10 C 4.91 -1.10 4.44
11 C 0.70 1.97 -0.20
12 C 0.11 0.06 -3.25
13 C 5.82 -2.09 3.78
14 C 0.04 -1.58 -1.08
15 C 6.31 -1.63 2.42
16 C -2.19 1.69 -2.54
17 C -4.65 1.14 -1.85
18 C 2.28 0.23 0.99
19 C 6.38 -1.82 5.94
20 C 2.24 1.41 -0.13
21 C -6.56 0.30 -0.15
22 C 0.38 2.40 -1.72
23 B -0.60 1.33 -2.52
24 H -0.22 -2.69 -0.81
25 H 2.54 1.02 -1.17
26 H -2.88 -0.18 -1.32
27 H -0.06 1.21 0.24
28 H 3.86 -1.25 4.15
29 H 6.70 -2.48 1.85
30 H 5.50 -1.19 1.83
31 H 1.34 2.47 -2.38
32 H 5.36 -3.07 3.70
33 H -2.64 1.38 -3.57
34 H 0.36 -2.18 -3.21
35 H 7.13 -0.90 2.51
36 H 3.00 2.23 0.17
37 H -0.14 0.03 -4.39
38 H -2.91 1.40 -0.35
39 H -7.78 0.33 -1.89
40 H 1.25 0.18 -3.14
41 H -7.40 0.72 0.53
42 H 0.68 2.93 0.45
43 H -2.03 -2.26 -2.21
44 H -5.89 -0.46 0.41
45 H -5.01 0.24 -2.46
46 H 1.60 -1.68 2.38
47 H -0.15 3.43 -1.79
48 H -0.57 -0.87 -0.42
49 H -7.90 -1.09 -0.95
50 H -4.65 2.05 -2.58
51 H 1.18 -1.43 -0.99
52 H 5.19 -0.06 4.26
53 H -5.06 2.03 0.27
54 H -2.39 2.83 -2.42
55 H -6.34 2.36 -1.02



# 3
A molecular structure, C4H11ClEuFOs at a distorted geometry. Source: the OMol25 dataset; level of theory: wB97M-V/def2-TZVPD.

Computed properties:
- Orbital gap (spin up / spin down): 6.0 / 6.5 eV
- Energy above the lowest of the compared OMol25 structures with the same formula, charge and spin: 138.06 kcal/mol
- F_max: 9.804 eV/A
- 2S+1: 11
- M: 455.8 g mol⁻¹

Atoms and positions in Å:
1 Os -1.16 1.23 2.15
2 Eu 0.57 -1.61 -1.30
3 Cl 0.72 -1.72 0.82
4 F -2.14 -0.31 2.90
5 C 0.93 1.39 2.38
6 C -0.99 -2.47 -2.10
7 C 2.01 -0.66 -2.23
8 C -2.09 2.73 1.52
9 H -3.17 2.75 1.34
10 H -1.61 3.68 1.27
11 H -1.02 -3.54 -1.86
12 H 1.17 2.20 3.08
13 H 2.08 0.38 -1.88
14 H 1.40 0.47 2.74
15 H 1.87 -0.64 -3.31
16 H 2.98 -1.12 -2.02
17 H 1.38 1.66 1.41
18 H -1.92 -2.04 -1.71
19 H -1.01 -2.38 -3.20



# 4
C4H4N2 in the gas phase at a distorted geometry. Source: the OMol25 dataset; level of theory: wB97M-V/def2-TZVPD.

Computed properties:
- Orbital gap: 10.9 eV
- Energy above the lowest of the compared OMol25 structures with the same formula, charge and spin: 73.07 kcal/mol
- F_max: 1.203 eV/A
- M: 80.1 g mol⁻¹

Atoms and positions in Å:
1 N 1.32 0.40 -0.66
2 N 0.57 -1.27 0.82
3 C 0.80 -2.39 1.10
4 C -1.04 0.27 0.04
5 C 0.39 0.10 0.39
6 C -2.20 0.32 -0.27
7 H 1.84 1.25 -0.55
8 H 0.62 0.73 1.26
9 H 0.96 0.25 -1.59
10 H -3.24 0.34 -0.53



# 5
A molecular structure, C21H19Br2F2N4O2SZn at a distorted geometry. Source: the OMol25 dataset; level of theory: wB97M-V/def2-TZVPD.

Computed properties:
- Orbital gap: 5.9 eV
- Net charge: -1
- Energy above the lowest of the compared OMol25 structures with the same formula, charge and spin: 37.50 kcal/mol
- F_max: 1.692 eV/A
- M: 654.7 g mol⁻¹

Atoms and positions in Å:
1 Br 4.46 5.74 1.33
2 Br 7.24 -1.44 0.15
3 Zn 0.42 -0.55 -0.54
4 S -2.55 -2.76 -1.34
5 F -0.94 1.82 -1.61
6 F -0.93 1.78 0.60
7 O -2.30 -3.38 -2.65
8 O 0.67 -2.31 -0.85
9 N 1.99 2.30 -0.60
10 N 2.76 -0.31 -0.36
11 N 0.74 -0.36 1.96
12 N -0.34 -0.34 2.74
13 C -5.35 0.14 -0.78
14 C 1.51 3.54 -0.55
15 C -0.97 0.94 -0.52
16 C 3.45 4.34 0.54
17 C 1.77 -0.37 2.79
18 C -3.58 -3.94 -0.44
19 C 5.03 0.34 0.00
20 C -3.87 -1.56 -1.61
21 C -4.39 -0.83 -0.55
22 C 3.68 0.64 -0.16
23 C 4.45 -1.98 -0.26
24 C 3.19 2.05 -0.08
25 C -0.04 -0.34 4.05
26 C 5.39 -0.99 -0.06
27 C 1.34 -0.36 4.13
28 C -4.28 -1.32 -2.91
29 C 3.96 3.06 0.50
30 C -5.78 0.38 -2.08
31 C 3.09 -1.62 -0.41
32 C 2.20 4.61 0.01
33 C -5.24 -0.35 -3.14
34 H 1.83 -2.24 -0.66
35 H -2.01 0.58 -0.53
36 H -2.93 -4.79 -0.21
37 H 2.77 -0.41 2.39
38 H -4.40 -4.25 -1.09
39 H -3.96 -3.49 0.48
40 H 0.52 3.67 -0.97
41 H -4.02 -1.00 0.46
42 H 5.78 1.11 0.13
43 H -3.82 -1.89 -3.71
44 H -5.75 0.73 0.04
45 H 1.94 -0.36 5.02
46 H 1.77 5.60 0.03
47 H -1.25 -0.31 2.31
48 H 4.75 -3.02 -0.31
49 H -6.53 1.14 -2.28
50 H -0.80 -0.31 4.81
51 H -5.57 -0.14 -4.15
52 H 4.93 2.85 0.94



# 6
A molecular structure, C34H27IMoN2P. Source: the OMol25 dataset; level of theory: wB97M-V/def2-TZVPD.

Computed properties:
- Orbital gap (spin up / spin down): 5.0 / 5.1 eV
- Net charge: +3
- Energy above the lowest of the compared OMol25 structures with the same formula, charge and spin: 0.00 kcal/mol
- F_max: 0.357 eV/A
- M: 717.4 g mol⁻¹

Atoms and positions in Å:
1 I 2.63 0.38 -0.16
2 Mo -0.13 0.63 -0.38
3 P 0.47 2.83 0.43
4 N 0.07 -1.39 0.06
5 N -2.04 0.19 -0.35
6 C 3.81 2.13 -0.16
7 C -0.12 4.39 4.11
8 C -5.79 0.03 3.07
9 C -3.33 0.92 -0.34
10 C -1.46 4.11 4.34
11 C 2.53 6.18 -0.08
12 C 0.91 -2.41 0.28
13 C 3.85 5.83 -0.21
14 C 1.58 5.17 0.09
15 C 5.63 4.18 -0.36
16 C -0.30 3.38 1.94
17 C 6.07 2.89 -0.39
18 C 0.25 -3.66 0.30
19 C -1.20 -2.00 -0.08
20 C 3.29 3.44 -0.08
21 C -3.60 0.23 2.10
22 C -2.44 3.77 -2.35
23 C 1.93 3.82 0.11
24 C 4.25 4.48 -0.21
25 C -1.73 3.75 -1.15
26 C -1.64 3.07 2.19
27 C -2.22 3.45 3.38
28 C -6.36 0.38 1.85
29 C -2.26 -1.18 -0.28
30 C -2.08 2.93 -3.41
31 C -0.59 2.97 -1.04
32 C -4.17 0.58 0.88
33 C -1.08 -3.41 0.06
34 C -5.55 0.64 0.75
35 C -0.20 2.16 -2.14
36 C 5.14 1.84 -0.30
37 C -4.41 -0.05 3.19
38 C -0.97 2.10 -3.30
39 C 0.47 4.03 2.91
40 H -2.24 2.54 1.46
41 H -0.67 1.47 -4.13
42 H 4.61 6.59 -0.32
43 H 0.80 1.68 -2.17
44 H -3.97 -0.33 4.14
45 H 6.33 5.00 -0.44
46 H -3.87 0.65 -1.25
47 H -2.05 4.37 -0.32
48 H -1.91 4.40 5.28
49 H 0.72 -4.61 0.47
50 H -3.29 4.43 -2.46
51 H 1.97 -2.26 0.44
52 H -1.88 -4.12 0.01
53 H 0.47 4.89 4.86
54 H -3.28 -1.53 -0.36
55 H 1.51 4.26 2.73
56 H -6.43 -0.19 3.91
57 H -6.01 0.90 -0.20
58 H -3.26 3.23 3.57
59 H -3.12 1.99 -0.40
60 H 2.22 7.21 -0.09
61 H 7.12 2.66 -0.49
62 H -2.67 2.93 -4.31
63 H 0.55 5.46 0.23
64 H 5.49 0.82 -0.36
65 H -2.52 0.18 2.22
66 H -7.44 0.43 1.74